Entry a
Here is a structure of composition C5H7N3 from the OMol25 dataset. Energies are from wB97M-V/def2-TZVPD.

Values from the calculation:
HOMO level ... -9.601 eV
LUMO ... -0.8 eV
Spin multiplicity ... 1
Total charge ... 0

Last column: Mulliken charge in e.
Positions of all 15 atoms, in Å:
C (-2.31, -1.12, 0.76)  -0.611
H (-3.51, -1.41, 0.89)  0.287
H (2.15, -2.01, 1.15)  0.398
C (0.38, 0.35, -0.33)  0.612
H (-1.75, -2.28, 1.14)  0.166
N (-0.92, 0.67, -0.50)  -0.534
N (-1.81, -0.64, -0.65)  -0.305
H (-1.90, 0.05, 1.29)  0.289
C (1.73, -1.19, 0.89)  -0.760
H (-2.54, -0.39, -1.05)  0.252
C (0.82, -1.07, -0.07)  -0.128
C (1.21, 1.49, -0.13)  0.209
H (2.13, -0.49, 1.89)  0.175
H (0.30, -1.91, -0.66)  0.416
N (1.90, 2.49, -0.47)  -0.467

---

Entry b
Here is a cluster of 2 separate species, C5H7N3 in total from the OMol25 dataset. Energies are from wB97M-V/def2-TZVPD.

Values from the calculation:
HOMO level ... -9.512 eV
LUMO ... 0.7 eV
Spin multiplicity ... 1
SMILES ... [H]/N=C/C.N#CC=C=N
Total charge ... 0

Last column: Mulliken charge in e.
Positions of all 15 atoms, in Å:
H (-0.29, 1.80, 0.39)  0.445
H (0.75, 1.33, 2.57)  0.347
C (0.83, -0.29, -1.51)  -0.797
C (0.15, 0.76, -2.12)  0.313
N (-0.42, 1.64, -2.59)  -0.451
H (1.44, 0.17, 1.44)  0.229
H (0.14, -0.36, 2.54)  0.309
H (-2.16, 0.51, 0.03)  0.281
N (-1.52, 0.16, 0.74)  -0.657
N (-0.23, -2.55, -1.29)  -0.462
H (-0.81, -2.95, -0.57)  0.314
C (-0.50, 0.86, 0.92)  0.100
C (0.52, 0.47, 1.94)  -1.053
H (1.85, -0.12, -1.19)  0.391
C (0.25, -1.45, -1.29)  0.692

---

entry b is preferred energetically. Next in line: 141.0 kcal/mol higher.